Run P
Computed, not measured: a cluster of 12 separate species, C5H37N2O11 in total, with ωB97M-V/def2-TZVPD.

Each line ends with the Mulliken charge.
CARTESIAN COORDINATES (ANGSTROEM)
N 0.619 0.990 1.119  -0.062
C -0.835 1.595 0.747  -0.050
C -0.986 2.242 -0.670  0.077
C -2.275 3.148 -0.825  -1.011
C -3.692 2.444 -0.943  -1.066
C -1.591 0.186 0.806  -0.921
N -1.371 -0.429 2.200  -0.461
H 0.404 0.169 1.691  0.243
H 1.146 0.562 0.390  0.146
H 1.412 1.527 1.626  0.374
H -1.053 2.369 1.352  0.677
H -0.862 1.542 -1.617  -0.090
H -0.194 3.011 -0.839  0.252
H -2.025 3.872 -1.508  0.571
H -2.528 3.707 0.092  0.316
H -3.899 2.205 0.090  0.370
H -3.666 1.647 -1.611  0.275
H -4.331 3.404 -1.112  0.327
H -2.638 0.353 0.616  0.327
H -0.960 -0.503 0.236  0.443
H -2.198 -0.381 2.791  0.246
H -1.009 -1.287 2.008  0.078
H 2.471 2.767 3.499  0.294
H 3.514 1.772 3.307  0.286
O 2.803 2.214 2.846  -0.683
H 2.335 0.448 5.213  0.274
H 1.145 1.438 5.316  0.264
O 1.957 1.240 4.890  -0.509
H -2.759 -4.131 -1.723  0.280
H -1.210 -3.968 -2.044  0.258
O -1.919 -3.764 -1.454  -0.554
H 1.055 -2.074 3.021  0.319
H 1.884 -2.968 2.122  0.320
O 1.130 -3.074 2.684  -0.621
H 3.550 -0.365 1.095  0.216
H 3.254 -1.380 -0.031  0.312
O 2.868 -0.797 0.605  -0.451
H 1.618 -2.887 0.273  0.262
H 1.621 -2.733 -1.373  0.249
O 2.095 -2.889 -0.560  -0.622
H -2.250 -0.896 -3.353  0.269
H -1.688 -1.988 -4.298  0.304
O -1.426 -1.172 -3.657  -0.626
H -2.050 -2.821 0.588  0.283
H -3.397 -3.230 0.064  0.309
O -3.053 -2.704 0.710  -0.584
H 3.227 -2.280 -3.540  0.303
H 3.622 -0.937 -4.033  0.307
O 2.843 -1.393 -3.540  -0.579
H 2.299 2.904 -1.926  0.320
H 3.037 1.503 -1.902  0.310
O 3.093 2.414 -2.194  -0.628
H 0.567 0.331 -2.858  0.246
H -0.132 -0.774 -2.419  0.287
O 0.426 -0.178 -1.969  -0.477

Frontier orbital gap = 10.4 eV
HOMO level = -12.94 eV
Charge = +1
LUMO level = -2.53 eV

***

Run Q
Computed, not measured: a cluster of 12 separate species, C5H37N2O11 in total, with ωB97M-V/def2-TZVPD.

Each line ends with the Mulliken charge.
CARTESIAN COORDINATES (ANGSTROEM)
C 0.152 -2.176 0.678  -1.328
C -0.475 -1.052 -0.111  1.790
C -0.117 0.348 0.408  2.445
C -1.132 1.432 0.049  -1.119
C -1.377 1.688 -1.437  -0.884
N -0.141 2.062 -2.134  -0.485
N 1.652 -2.058 0.679  0.138
H -0.096 -3.152 0.266  0.437
H -0.171 -2.161 1.719  0.332
H -1.555 -1.192 -0.128  -1.003
H -0.222 -1.145 -1.166  -0.428
H -0.088 0.264 1.495  -0.963
H 0.881 0.621 0.059  -0.457
H -0.815 2.381 0.494  0.425
H -2.086 1.196 0.522  0.446
H -1.870 0.823 -1.887  0.284
H -2.113 2.486 -1.536  0.510
H -0.357 2.609 -2.952  0.286
H 0.370 1.249 -2.449  0.074
H 2.100 -2.907 0.999  0.439
H 1.969 -1.281 1.314  0.202
H 1.973 -1.826 -0.319  0.266
H -3.734 -2.539 1.994  0.305
H -2.862 -1.265 2.023  0.352
O -3.236 -1.946 1.417  -0.650
H -2.045 -3.122 -3.664  0.280
H -2.378 -2.323 -2.379  0.378
O -1.634 -2.633 -2.954  -0.653
H -3.536 -1.752 -0.351  0.360
H -4.596 -1.969 -1.465  0.288
O -3.686 -1.698 -1.329  -0.662
H 1.743 2.684 1.079  0.330
H 2.518 3.085 2.369  0.245
O 1.938 2.404 2.010  -0.652
H -0.247 -1.623 -3.358  0.390
H 0.821 -1.351 -4.466  0.310
O 0.546 -1.071 -3.588  -0.683
H 4.282 1.444 -1.119  0.282
H 2.791 1.884 -0.818  0.372
O 3.437 1.147 -0.774  -0.678
H 0.526 1.153 4.587  0.303
H 0.753 1.552 3.069  0.381
O 0.359 0.883 3.677  -0.754
H 1.749 4.150 -0.822  0.213
H 0.832 2.855 -1.151  0.429
O 1.630 3.207 -0.591  -0.688
H -2.823 0.548 3.580  0.296
H -1.317 0.151 3.344  0.233
O -2.252 -0.160 3.261  -0.693
H 1.870 -1.240 -2.387  0.373
H 2.994 -0.466 -1.485  0.452
O 2.600 -1.335 -1.732  -0.835
H 1.587 0.285 3.019  0.434
H 2.573 0.840 1.999  0.435
O 2.316 0.010 2.444  -0.901

Frontier orbital gap = 10.8 eV
HOMO level = -12.94 eV
Charge = +1
LUMO level = -2.16 eV

***

Most stable structure - run Q; separation to the second - 664.3 kJ/mol.

***

Run P
Computed, not measured: a cluster of 6 separate species, CH13NO6 in total, with ωB97M-V/def2-TZVPD.

Each line ends with the Mulliken charge.
CARTESIAN COORDINATES (ANGSTROEM)
C -1.115 0.250 0.838  0.215
N -2.148 -0.154 1.591  -0.356
O -0.942 1.431 0.537  -0.730
H -0.481 -0.511 0.409  0.358
H -2.188 -1.094 1.939  0.228
H -2.589 0.614 2.069  0.253
H -0.944 -2.176 -0.299  0.385
H -1.573 -3.394 0.520  0.284
O -1.195 -2.516 0.581  -0.629
H 2.707 -0.132 0.205  0.332
H 2.652 -0.335 -1.277  0.297
O 3.235 -0.476 -0.525  -0.619
H 0.003 2.175 -0.907  0.375
H 1.142 2.912 -0.734  0.352
O 0.505 2.803 -1.462  -0.669
H 1.187 1.463 1.123  0.264
H 2.289 2.167 1.637  0.319
O 2.060 1.765 0.785  -0.632
H -0.774 -0.833 -2.231  0.326
H -0.785 -2.225 -2.791  0.302
O -1.045 -1.735 -2.007  -0.655

Frontier orbital gap = 10.5 eV
HOMO level = -10.34 eV
Structure (SMILES) = NC=O.O.O.O.O.O
Charge = 0
LUMO level = 0.17 eV

***

Run Q
Computed, not measured: a cluster of 6 separate species, CH13NO6 in total, with ωB97M-V/def2-TZVPD.

Each line ends with the Mulliken charge.
CARTESIAN COORDINATES (ANGSTROEM)
C 2.299 0.571 0.995  0.021
N 1.480 1.580 1.494  -0.237
O 1.833 -0.061 0.022  -0.543
H 3.300 0.458 1.239  0.422
H 1.726 2.319 2.096  0.179
H 0.546 1.635 1.046  0.135
H -1.235 1.231 2.169  0.312
H -0.859 1.280 3.805  0.342
O -1.591 1.674 3.152  -0.646
H -0.009 -2.650 0.032  0.311
H -1.568 -3.433 -0.049  0.323
O -0.913 -2.881 0.481  -0.646
H -1.692 0.522 -3.311  0.308
H -0.347 -0.091 -4.018  0.329
O -0.756 0.707 -3.537  -0.642
H 0.969 -0.991 -2.362  0.328
H 1.027 -2.222 -1.502  0.241
O 0.826 -1.865 -2.331  -0.548
H -1.478 1.513 0.398  0.291
H -2.207 0.155 0.176  0.330
O -1.350 0.548 0.005  -0.611

Frontier orbital gap = 10.5 eV
HOMO level = -10.26 eV
Structure (SMILES) = NC=O.O.O.O.O.O
Charge = 0
LUMO level = 0.26 eV

***

Most stable structure - run P; separation to the second - 211.5 kJ/mol.

***

Run P
Computed, not measured: a structure of composition C3H2CuO3, with ωB97M-V/def2-TZVPD.

Each line ends with the Mulliken charge.
CARTESIAN COORDINATES (ANGSTROEM)
O 2.057 -0.556 -0.102  -0.425
C 0.813 -0.666 0.009  0.237
C 0.024 0.530 0.178  0.438
O 0.648 1.695 -0.004  -0.629
Cu 2.386 1.318 -0.119  0.866
H 0.330 -1.647 -0.106  0.367
C -1.322 0.473 -0.013  0.096
O -2.095 -0.549 -0.229  -0.363
H -2.841 -0.599 0.387  0.412

Frontier orbital gap (alpha / beta) = 7.9 / 5.9 eV
Spin multiplicity = 3
HOMO level (alpha / beta) = -13.74 / -13.64 eV
Charge = +1
LUMO level (alpha / beta) = -5.86 / -7.72 eV
Expectation value of S² = 2.03

***

Run Q
Computed, not measured: a structure of composition C3H2CuO3, with ωB97M-V/def2-TZVPD.

Each line ends with the Mulliken charge.
CARTESIAN COORDINATES (ANGSTROEM)
H -0.383 0.203 1.534  0.372
O -1.345 1.338 0.023  -0.659
C -0.234 0.770 0.549  -0.383
C 0.143 -0.488 -0.251  0.612
C 1.363 -1.130 -0.014  0.444
O -0.552 -0.826 -1.267  -0.489
O 2.224 -1.825 0.299  -0.136
Cu -1.857 0.514 -1.489  0.817
H 0.642 1.444 0.616  0.420

Frontier orbital gap (alpha / beta) = 7.7 / 7.7 eV
Spin multiplicity = 3
HOMO level (alpha / beta) = -13.65 / -15.42 eV
Charge = +1
LUMO level (alpha / beta) = -5.94 / -7.75 eV
Expectation value of S² = 2.01

***

Most stable structure - run Q; separation to the second - 93.6 kJ/mol.

***

Run P
Computed, not measured: a structure of composition C2H5N3S, with ωB97M-V/def2-TZVPD.

Each line ends with the Mulliken charge.
CARTESIAN COORDINATES (ANGSTROEM)
C 0.519 -0.628 1.082  0.286
C 0.298 -0.435 -1.598  0.127
H -0.879 1.224 1.408  0.202
H 0.959 -1.753 1.115  0.091
H 1.092 -0.306 2.927  0.233
H 0.296 0.536 -2.310  0.320
H 0.357 -2.558 -0.981  0.312
N -0.094 -0.205 -0.066  -0.098
N 0.593 0.178 2.113  -0.644
N 0.547 -1.671 -1.879  -0.576
S -0.878 1.320 -0.015  -0.252

Frontier orbital gap = 8.9 eV
HOMO level = -8.35 eV
Charge = 0
LUMO level = 0.55 eV

***

Run Q
Computed, not measured: an isolated molecule of C2H5N3S, with ωB97M-V/def2-TZVPD.

Each line ends with the Mulliken charge.
CARTESIAN COORDINATES (ANGSTROEM)
C -0.651 -0.469 0.139  -0.010
C 0.725 0.173 0.163  0.064
H -3.777 0.225 0.113  0.243
H -2.968 -1.356 -0.080  0.225
H -0.643 -1.547 0.266  0.394
H 1.589 1.961 -0.269  0.238
H -0.223 1.998 -0.180  0.263
N -2.887 -0.331 -0.144  -0.475
N -1.702 0.240 0.024  -0.143
N 0.638 1.551 0.034  -0.402
S 2.077 -0.607 -0.066  -0.397

Frontier orbital gap = 8.7 eV
HOMO level = -8.55 eV
Structure (SMILES) = N/N=C/C(N)=S
Charge = 0
LUMO level = 0.19 eV

***

Most stable structure - run Q; separation to the second - 241.4 kJ/mol.